Entry 1:
A structure of composition C39H30N4S4Sn. Source: the Open Molecules 2025 dataset; level of theory: wB97M-V/def2-TZVPD.

- Total charge: -2
- ΔE to the lowest compared entry with this formula, charge and spin: 0.0 kJ/mol
- 2S+1: 1
- LUMO level: 4.111 eV

Each line ends with the Löwdin charge.
Positions of all 78 atoms, in Å:
1 Sn 0.577 -0.546 -1.256  0.935
2 S 0.442 -0.045 -3.959  0.449
3 C 0.737 1.645 -4.285  -0.692
4 C 1.677 2.004 -5.263  -0.141
5 C 1.972 3.322 -5.551  -0.118
6 C 1.330 4.351 -4.871  -0.125
7 C 0.390 4.027 -3.906  -0.136
8 C 0.088 2.699 -3.605  -0.533
9 S -0.983 2.434 -2.219  0.952
10 C -2.386 1.489 -2.911  -0.394
11 C -3.144 0.914 -1.746  -0.356
12 C -4.111 1.673 -1.088  -0.042
13 C -4.756 1.129 0.005  -0.072
14 C -4.424 -0.154 0.410  -0.038
15 C -3.448 -0.846 -0.298  -0.349
16 C -3.058 -2.240 0.116  -0.395
17 S -1.355 -2.425 0.729  0.885
18 C -1.432 -1.685 2.339  -0.508
19 C -2.429 -2.038 3.246  -0.101
20 C -2.463 -1.493 4.516  -0.095
21 C -1.480 -0.592 4.902  -0.085
22 C -0.479 -0.245 4.013  -0.101
23 C -0.437 -0.781 2.727  -0.544
24 S 0.938 -0.315 1.693  0.875
25 N -2.825 -0.320 -1.356  0.161
26 H 2.203 1.203 -5.768  0.091
27 H 2.725 3.550 -6.297  0.091
28 H 1.563 5.387 -5.081  0.084
29 H -0.120 4.807 -3.353  0.086
30 H -1.984 0.686 -3.528  0.021
31 H -3.018 2.154 -3.500  0.077
32 H -4.322 2.679 -1.427  0.111
33 H -5.501 1.701 0.547  0.102
34 H -4.890 -0.611 1.274  0.108
35 H -3.090 -2.893 -0.758  0.079
36 H -3.766 -2.626 0.848  0.063
37 H -3.158 -2.789 2.964  0.103
38 H -3.216 -1.815 5.224  0.098
39 H -1.480 -0.184 5.905  0.099
40 H 0.299 0.450 4.301  0.102
41 C 5.368 0.785 -3.998  -0.143
42 C 4.740 -0.387 -3.590  -0.115
43 C 3.745 -0.361 -2.630  -0.080
44 C 3.325 0.849 -2.059  -0.314
45 C 3.960 2.028 -2.475  -0.047
46 C 4.967 1.986 -3.425  -0.126
47 N 2.287 0.826 -1.130  -0.193
48 N 2.115 2.005 -0.481  0.045
49 C 1.073 2.079 0.288  -0.427
50 C 0.753 3.381 0.838  -0.061
51 C -0.482 3.646 1.298  -0.118
52 C -1.489 2.607 1.298  -0.117
53 C -1.176 1.339 0.972  -0.190
54 C 0.151 0.933 0.516  -0.670
55 H 6.151 0.762 -4.746  0.077
56 H 5.033 -1.338 -4.021  0.091
57 H 3.273 -1.280 -2.305  0.075
58 H 3.632 2.967 -2.056  0.092
59 H 5.433 2.915 -3.738  0.088
60 H 1.531 4.136 0.805  0.099
61 H -0.734 4.635 1.666  0.082
62 H -2.503 2.848 1.599  0.090
63 H -1.935 0.577 1.073  0.076
64 C 1.952 -4.092 1.210  -0.054
65 C 1.302 -4.136 2.405  -0.384
66 C 0.116 -4.947 2.635  -0.114
67 C -0.565 -4.928 3.811  -0.102
68 C -0.152 -4.125 4.909  -0.308
69 C 1.026 -3.351 4.729  -0.095
70 C 1.722 -3.358 3.561  -0.099
71 C -0.910 -4.056 6.091  -0.295
72 N -1.541 -3.986 7.066  0.061
73 H 1.582 -4.631 0.346  0.024
74 H 2.806 -3.442 1.065  0.026
75 H -0.247 -5.557 1.815  0.088
76 H -1.462 -5.532 3.918  0.099
77 H 1.364 -2.724 5.548  0.102
78 H 2.606 -2.736 3.458  0.092

Cartesian forces (eV/Å) of the 3 atoms listed first:
0.091 -0.095 -0.039
-0.080 0.075 -0.111
-0.045 0.015 0.051


Entry 2:
A structure of composition C22H22F3N3RhS2. Source: the Open Molecules 2025 dataset; level of theory: wB97M-V/def2-TZVPD.

- Total charge: +1
- ΔE to the lowest compared entry with this formula, charge and spin: 0.0 kJ/mol
- 2S+1: 1
- LUMO level: -4.400 eV

Each line ends with the Löwdin charge.
Positions of all 53 atoms, in Å:
1 Rh 0.467 -0.727 0.108  0.742
2 C -0.146 2.026 -0.552  -0.038
3 N -0.704 0.943 0.311  -0.243
4 C -0.514 1.347 1.748  -0.119
5 C -0.586 0.119 2.616  -0.147
6 N 0.559 -0.747 2.222  -0.278
7 C 0.401 -2.131 2.755  -0.053
8 C 1.823 -0.205 2.767  -0.291
9 C 1.964 0.018 4.131  -0.027
10 C 3.171 0.474 4.633  -0.054
11 C 4.239 0.701 3.774  -0.059
12 C 4.099 0.476 2.419  -0.092
13 C 2.885 0.020 1.905  -0.580
14 S 2.690 -0.240 0.179  0.705
15 C -2.154 0.749 0.058  -0.291
16 C -3.002 1.848 -0.040  -0.026
17 C -4.358 1.651 -0.224  -0.061
18 C -4.863 0.357 -0.300  -0.060
19 C -4.019 -0.731 -0.194  -0.088
20 C -2.645 -0.547 -0.010  -0.611
21 S -1.553 -1.909 0.099  0.715
22 H -0.591 2.983 -0.281  0.096
23 H -0.367 1.812 -1.593  0.091
24 H 0.928 2.070 -0.399  0.076
25 H -1.277 2.081 2.010  0.142
26 H 0.469 1.813 1.834  0.133
27 H -1.507 -0.435 2.440  0.113
28 H -0.535 0.386 3.671  0.130
29 H 0.392 -2.108 3.845  0.099
30 H 1.251 -2.724 2.422  0.108
31 H -0.527 -2.557 2.388  0.034
32 H 1.147 -0.173 4.815  0.116
33 H 3.278 0.644 5.696  0.114
34 H 5.183 1.055 4.166  0.115
35 H 4.924 0.653 1.741  0.110
36 H -2.622 2.858 0.033  0.114
37 H -5.019 2.502 -0.304  0.113
38 H -5.923 0.198 -0.447  0.115
39 H -4.408 -1.739 -0.256  0.112
40 F 0.790 -2.242 -6.683  0.171
41 C 0.584 -0.984 -6.277  -0.597
42 F -0.548 -0.548 -6.832  0.161
43 F 1.591 -0.236 -6.742  0.166
44 C 0.530 -0.919 -4.768  -0.076
45 C 1.664 -1.225 -4.034  0.042
46 C 1.601 -1.161 -2.658  -0.114
47 N 0.483 -0.813 -1.999  -0.086
48 C -0.614 -0.545 -2.719  -0.113
49 C -0.630 -0.577 -4.100  0.050
50 H 2.589 -1.510 -4.516  0.141
51 H 2.465 -1.403 -2.057  0.055
52 H -1.511 -0.306 -2.167  0.089
53 H -1.540 -0.344 -4.633  0.135

Cartesian forces (eV/Å) of the 3 atoms listed first:
0.109 0.028 0.136
-0.017 -0.030 0.007
-0.064 0.063 0.005


Entry 3:
The molecule C4H10O2 at a distorted geometry. Source: the Open Molecules 2025 dataset; level of theory: wB97M-V/def2-TZVPD.

- ΔE to the lowest compared entry with this formula, charge and spin: 94.3 kJ/mol
- 2S+1: 1
- LUMO level: 0.777 eV

Each line ends with the Löwdin charge.
Positions of all 16 atoms, in Å:
1 C -0.368 -0.690 2.094  -0.100
2 C 0.056 -0.796 0.641  -0.224
3 C 0.091 0.535 -0.079  -0.423
4 O 1.032 1.394 0.526  -0.011
5 C 0.452 0.276 -1.518  -0.242
6 O 0.487 1.478 -2.267  -0.049
7 H -0.366 -1.674 2.572  0.071
8 H 0.316 -0.033 2.637  0.075
9 H -1.378 -0.272 2.175  0.077
10 H 1.057 -1.238 0.559  0.122
11 H -0.627 -1.453 0.084  0.118
12 H -0.912 1.004 -0.065  0.156
13 H 1.101 2.170 -0.049  0.096
14 H -0.356 -0.306 -1.982  0.127
15 H 1.401 -0.255 -1.637  0.134
16 H -0.186 1.165 -2.867  0.075

Cartesian forces (eV/Å) of the 3 atoms listed first:
-0.031 0.008 0.130
0.033 -0.082 0.007
-0.192 -0.311 -0.129


Entry 4:
A structure of composition C19H36NO14V2 at a distorted geometry. Source: the Open Molecules 2025 dataset; level of theory: wB97M-V/def2-TZVPD.

- Total charge: +2
- 2S+1: 2
- LUMO level (alpha / beta): -9.960 / -10.447 eV

Each line ends with the Löwdin charge.
Positions of all 72 atoms, in Å:
1 O 4.148 -0.610 -2.612  -0.228
2 V 3.663 -2.143 -3.104  1.178
3 O 3.888 -3.152 -1.825  -0.233
4 O -0.554 -4.513 -3.028  -0.240
5 V 0.575 -3.685 -3.868  1.108
6 O -0.138 -3.007 -5.120  -0.242
7 C 1.373 0.064 -1.075  -0.069
8 C 0.582 -1.151 -1.636  -0.313
9 O 1.248 -2.012 -2.518  -0.354
10 H 2.214 -0.173 -0.423  0.081
11 H 0.762 0.767 -0.509  0.061
12 H 1.883 0.762 -1.737  0.035
13 H -0.291 -0.675 -2.084  0.108
14 H 0.211 -1.729 -0.789  0.105
15 C 1.305 -3.375 1.782  -0.112
16 O 1.000 -4.013 3.018  -0.174
17 C -0.263 -3.726 3.606  -0.149
18 C -1.332 -4.529 2.866  -0.237
19 O -1.470 -5.842 3.341  -0.156
20 C -2.361 -6.682 2.621  -0.098
21 H 1.022 -2.324 1.819  0.062
22 H 0.966 -3.799 0.837  0.072
23 H 2.393 -3.438 1.782  0.093
24 H -0.370 -2.651 3.464  0.100
25 H -0.247 -3.937 4.675  0.141
26 H -1.262 -4.506 1.778  0.109
27 H -2.263 -3.993 3.050  0.101
28 H -2.036 -6.974 1.622  0.079
29 H -3.325 -6.182 2.526  0.086
30 H -2.536 -7.681 3.021  0.092
31 C 1.845 1.551 2.496  -0.022
32 O 0.504 1.893 2.945  -0.253
33 C 0.385 3.177 3.450  -0.160
34 C 0.180 4.139 2.233  -0.176
35 O -1.132 4.029 1.653  -0.196
36 C -1.189 5.028 0.595  -0.068
37 H 1.713 0.477 2.363  0.086
38 H 2.555 1.754 3.298  0.108
39 H 2.136 2.034 1.563  0.083
40 H 1.151 3.428 4.183  0.139
41 H -0.514 3.118 4.063  0.139
42 H 0.943 3.875 1.501  0.107
43 H 0.416 5.162 2.526  0.132
44 H -1.191 5.972 1.140  0.098
45 H -1.998 4.969 -0.133  0.093
46 H -0.305 5.023 -0.042  0.071
47 C 1.600 4.463 -4.651  -0.311
48 O 1.011 5.460 -4.268  0.026
49 N 1.651 3.344 -3.877  -0.206
50 C 2.371 2.234 -4.341  -0.090
51 C 1.097 3.304 -2.495  -0.015
52 H 2.140 4.387 -5.608  0.143
53 H 1.996 1.318 -3.886  0.057
54 H 3.306 2.380 -3.800  0.100
55 H 2.391 2.163 -5.428  0.103
56 H 0.560 2.362 -2.384  0.057
57 H 1.943 3.159 -1.823  0.085
58 H 0.539 4.179 -2.164  0.082
59 C -3.147 -1.251 -0.438  0.201
60 C -3.296 -0.110 -1.184  -0.173
61 C -2.638 1.134 -0.873  -0.322
62 O -2.578 2.138 -1.617  0.160
63 C -1.927 1.098 0.319  0.153
64 C -1.918 0.056 1.229  -0.054
65 C -2.501 -1.302 0.925  -0.254
66 O -2.452 -2.295 1.610  0.184
67 O -1.175 0.027 2.385  0.198
68 O -3.871 -0.208 -2.398  0.194
69 H -3.440 -2.192 -0.878  0.159
70 H -1.321 1.950 0.589  0.138
71 H -0.607 0.796 2.466  0.057
72 H -4.017 0.682 -2.726  0.139

Cartesian forces (eV/Å) of the 3 atoms listed first:
-1.586 -5.749 -1.878
0.464 3.663 7.303
-0.404 2.933 -4.297


Entry 5:
A cluster of 6 separate species, C32H61N2O12 in total at a distorted geometry. Source: the Open Molecules 2025 dataset; level of theory: wB97M-V/def2-TZVPD.

- Total charge: -1
- ΔE to the lowest compared entry with this formula, charge and spin: 402.4 kJ/mol
- 2S+1: 1
- LUMO level: 2.147 eV

Each line ends with the Löwdin charge.
Positions of all 107 atoms, in Å:
1 C -0.043 0.207 -1.136  -0.127
2 C 0.716 1.532 -1.249  -0.561
3 O 0.870 2.005 -2.552  -0.419
4 H 0.200 -0.364 -0.229  0.034
5 H 0.184 -0.415 -2.001  0.039
6 H -1.118 0.383 -1.017  0.042
7 H 1.728 1.388 -0.821  0.054
8 H 0.322 2.379 -0.661  0.055
9 C 1.197 -5.333 -5.800  -0.026
10 C 0.743 -4.543 -4.562  -0.292
11 C 1.727 -4.597 -3.387  -0.129
12 O 1.933 -3.270 -3.015  0.073
13 C 1.463 -2.394 -3.929  -0.551
14 O 1.713 -1.238 -4.008  0.202
15 O 0.916 -3.157 -4.888  0.060
16 H 2.075 -4.844 -6.220  0.091
17 H 0.412 -5.436 -6.548  0.075
18 H 1.532 -6.342 -5.548  0.078
19 H -0.265 -4.870 -4.311  0.129
20 H 2.611 -5.233 -3.441  0.130
21 H 1.148 -5.130 -2.622  0.126
22 C 3.125 7.595 2.728  -0.022
23 C 3.659 6.567 1.748  -0.309
24 C 3.668 5.166 2.307  -0.120
25 O 2.629 4.518 1.611  0.052
26 C 2.071 5.333 0.680  -0.533
27 O 1.166 5.065 -0.067  0.169
28 O 2.704 6.523 0.676  0.069
29 H 2.269 7.197 3.281  0.084
30 H 2.777 8.450 2.151  0.089
31 H 3.834 7.819 3.526  0.088
32 H 4.535 6.917 1.197  0.154
33 H 3.308 5.235 3.338  0.129
34 H 4.659 4.718 2.390  0.134
35 C -0.587 3.565 2.404  -0.020
36 C -0.925 4.947 2.898  -0.289
37 C -2.393 5.322 3.180  -0.078
38 O -2.307 5.875 4.482  0.046
39 C -1.078 5.753 5.017  -0.574
40 O -0.979 5.902 6.211  0.125
41 O -0.234 5.184 4.160  0.099
42 H -1.200 3.320 1.535  0.102
43 H -0.887 2.829 3.157  0.093
44 H 0.453 3.411 2.135  0.054
45 H -0.675 5.619 2.071  0.143
46 H -2.991 4.415 3.300  0.134
47 H -2.822 6.042 2.488  0.133
48 C -6.824 -1.804 -5.088  -0.041
49 C -5.870 -2.847 -4.435  -0.490
50 C -5.014 -3.392 -5.604  -0.145
51 C -3.681 -4.005 -5.230  -0.176
52 C -2.909 -3.145 -4.195  -0.123
53 C -3.814 -2.714 -3.005  -0.484
54 N -5.016 -2.082 -3.548  -0.119
55 O -5.697 -1.414 -2.533  -0.006
56 C -4.015 -3.957 -2.075  -0.020
57 C -2.980 -1.648 -2.305  -0.057
58 C -6.758 -3.981 -3.807  -0.025
59 H -6.193 -1.124 -5.658  0.083
60 H -7.382 -1.289 -4.304  0.074
61 H -7.627 -2.116 -5.760  0.079
62 H -5.537 -4.248 -6.038  0.114
63 H -4.795 -2.647 -6.371  0.117
64 H -3.030 -4.192 -6.083  0.109
65 H -3.955 -4.937 -4.724  0.099
66 H -2.368 -2.290 -4.594  0.124
67 H -2.197 -3.845 -3.749  0.094
68 H -3.271 -3.781 -1.297  0.078
69 H -4.986 -3.993 -1.579  0.066
70 H -3.775 -4.933 -2.494  0.073
71 H -3.334 -1.035 -1.475  0.083
72 H -2.025 -2.053 -1.959  0.081
73 H -2.603 -0.879 -2.985  0.094
74 H -6.268 -4.751 -3.214  0.061
75 H -7.435 -4.369 -4.564  0.079
76 H -7.359 -3.443 -3.065  0.073
77 H -5.994 -2.137 -1.948  0.091
78 C 4.215 -2.415 5.002  -0.034
79 C 3.376 -1.174 4.630  -0.473
80 C 3.708 0.025 5.574  -0.133
81 C 3.487 1.486 5.092  -0.159
82 C 3.879 1.578 3.621  -0.135
83 C 3.290 0.529 2.657  -0.503
84 N 3.706 -0.724 3.247  -0.112
85 O 3.803 -1.826 2.360  -0.028
86 C 1.792 0.713 2.405  -0.019
87 C 3.951 0.661 1.287  -0.036
88 C 1.869 -1.436 4.848  -0.040
89 H 4.170 -3.228 4.274  0.071
90 H 3.775 -2.940 5.851  0.081
91 H 5.269 -2.143 5.035  0.082
92 H 3.074 -0.174 6.442  0.102
93 H 4.704 -0.080 6.016  0.104
94 H 3.962 2.206 5.755  0.106
95 H 2.408 1.658 5.159  0.098
96 H 4.970 1.553 3.726  0.120
97 H 3.741 2.514 3.071  0.094
98 H 1.575 1.565 1.764  0.068
99 H 1.127 -0.117 2.161  0.089
100 H 1.314 0.923 3.373  0.053
101 H 3.821 1.643 0.828  0.083
102 H 5.037 0.610 1.436  0.084
103 H 3.624 -0.050 0.534  0.090
104 H 1.683 -1.676 5.896  0.076
105 H 1.593 -2.235 4.157  0.089
106 H 1.200 -0.597 4.662  0.064
107 H 4.744 -1.817 2.162  0.099

Cartesian forces (eV/Å) of the 3 atoms listed first:
-0.510 0.116 0.845
1.347 1.306 -2.244
-0.566 -0.734 0.904


Entry 6:
The molecule C23H31N5O4 at a distorted geometry. Source: the Open Molecules 2025 dataset; level of theory: wB97M-V/def2-TZVPD.

- ΔE to the lowest compared entry with this formula, charge and spin: 0.0 kJ/mol
- 2S+1: 1
- LUMO level: 0.507 eV

Each line ends with the Löwdin charge.
Positions of all 63 atoms, in Å:
1 C 6.250 2.031 2.045  -0.114
2 C 5.050 2.155 1.115  -0.264
3 C 5.249 1.355 -0.170  -0.191
4 C 4.095 1.536 -1.154  -0.127
5 N 2.837 1.078 -0.593  0.058
6 C 2.601 -0.252 -0.435  -0.201
7 C 1.424 -0.737 0.118  -0.052
8 N 1.551 -2.106 0.107  0.045
9 C 2.759 -2.368 -0.435  -0.255
10 N 3.424 -1.271 -0.762  0.205
11 C 3.324 -3.743 -0.584  -0.172
12 O 3.507 -4.382 0.662  -0.049
13 H 4.165 -3.892 1.168  0.099
14 H 2.637 -4.384 -1.142  0.120
15 H 4.267 -3.664 -1.137  0.127
16 C 0.552 -3.053 0.537  -0.119
17 C -0.328 -3.528 -0.625  -0.209
18 C -1.150 -2.394 -1.224  -0.096
19 H -1.709 -1.884 -0.443  0.055
20 H -1.848 -2.781 -1.962  0.076
21 H -0.512 -1.661 -1.714  0.079
22 H 0.295 -3.984 -1.398  0.101
23 H -0.995 -4.298 -0.235  0.111
24 H 1.063 -3.903 0.996  0.122
25 H -0.072 -2.551 1.279  0.128
26 C 0.388 0.133 0.579  -0.359
27 O -0.656 -0.169 1.127  0.082
28 N 0.721 1.472 0.355  0.081
29 C 1.878 1.988 -0.217  -0.420
30 O 2.039 3.183 -0.348  0.080
31 C -0.361 2.403 0.602  -0.033
32 H 0.035 3.414 0.482  0.134
33 H -0.742 2.253 1.615  0.133
34 C -1.461 2.150 -0.437  -0.471
35 O -1.231 1.607 -1.496  0.081
36 N -2.667 2.634 -0.081  0.083
37 H -2.813 2.934 0.870  0.147
38 C -3.857 2.407 -0.884  -0.125
39 C -4.623 1.213 -0.379  -0.213
40 C -4.166 -0.067 -0.670  -0.024
41 C -4.822 -1.174 -0.170  -0.038
42 C -5.950 -1.033 0.632  -0.283
43 C -6.403 0.247 0.919  -0.047
44 C -5.744 1.359 0.423  -0.042
45 H -6.112 2.348 0.659  0.108
46 H -7.278 0.378 1.540  0.107
47 C -6.646 -2.245 1.174  -0.054
48 H -7.558 -1.971 1.698  0.072
49 H -5.993 -2.773 1.869  0.082
50 H -6.897 -2.932 0.368  0.080
51 H -4.458 -2.165 -0.402  0.110
52 H -3.290 -0.184 -1.289  0.105
53 H -3.509 2.232 -1.905  0.127
54 H -4.473 3.310 -0.855  0.122
55 H 3.962 2.590 -1.403  0.125
56 H 4.287 0.956 -2.060  0.126
57 H 5.348 0.293 0.063  0.100
58 H 6.167 1.679 -0.663  0.117
59 H 4.885 3.204 0.864  0.113
60 H 4.155 1.798 1.631  0.108
61 H 6.089 2.600 2.957  0.068
62 H 7.148 2.408 1.559  0.070
63 H 6.419 0.990 2.314  0.071

Cartesian forces (eV/Å) of the 3 atoms listed first:
-0.244 0.059 -0.061
0.240 -0.125 -0.100
-0.317 0.202 0.077


Number 1: E -96063.2632 eV. Number 2: E -60468.7473 eV. Number 3: E -8404.5692 eV. Number 4: E -101788.4484 eV. Number 5: E -61717.7184 eV. Number 6: E -39997.6402 eV.